Record 1
40
Properties=species:S:1:pos:R:3:forces:R:3:lowdin_charge:R:1 method="wB97M-V/def2-TZVPD" e_above_lowest_kcal_mol=19.9 max_force_ha_per_bohr=0.033 total_charge=-1 lumo_energy_ev=2.313 orbital_gap_ha=0.3914
O -2.84860 -1.74630 0.35571 -0.78 0.17 -0.40 0.13
C -1.82038 -1.13644 0.35146 0.85 -1.06 1.03 -0.36
O -0.79038 -1.34972 -0.43603 0.02 0.60 -0.66 0.26
B 0.27429 -0.38608 -0.08382 -0.09 0.44 0.19 -0.85
O -0.10748 0.12185 1.23455 0.21 0.39 0.31 0.26
C -1.32008 -0.26343 1.52682 -0.27 -0.17 -0.72 -0.39
O -1.94625 -0.07988 2.52745 -0.09 0.38 0.65 0.14
O 0.37446 0.73819 -1.06990 0.51 -0.53 -0.16 0.25
C 1.50996 0.60225 -1.73980 -1.63 0.00 0.26 -0.36
O 1.80679 1.24867 -2.71192 0.47 0.08 0.16 0.11
C 2.28995 -0.55072 -1.08058 0.52 0.19 -0.31 -0.36
O 1.59882 -0.99348 -0.05920 -0.02 -0.30 -0.25 0.28
O 3.35763 -0.92298 -1.47588 0.08 -0.06 0.08 0.16
O 4.40212 2.29804 -1.07606 0.13 -0.13 0.12 -0.05
H 3.65778 1.82606 -1.46576 0.19 0.10 -0.13 -0.01
H 4.96241 2.51176 -1.82754 -0.05 -0.02 -0.02 0.04
O 2.09420 4.21074 -1.77888 -0.19 0.09 -0.11 -0.06
H 1.80370 3.34240 -2.08837 0.03 0.05 -0.02 0.00
H 2.22542 4.72142 -2.58315 -0.01 -0.04 0.02 0.03
O 4.92698 -2.87371 -0.15215 -0.03 0.22 -0.19 -0.08
H 4.48128 -2.14216 -0.62647 0.09 -0.38 0.25 -0.01
H 5.50121 -3.27736 -0.80861 -0.02 0.03 0.01 0.02
O -3.48520 2.57920 1.47332 0.16 0.03 0.01 -0.06
H -3.09651 1.88019 2.01508 -0.14 -0.04 0.04 0.00
H -2.74995 3.16662 1.27001 -0.02 -0.05 -0.02 0.04
O -3.53919 1.50195 4.87027 0.03 0.04 0.14 -0.06
H -2.74374 1.99224 4.63790 -0.03 -0.05 -0.03 0.03
H -3.23051 0.60089 5.01075 -0.01 0.02 -0.13 0.03
O 3.06243 0.93965 -5.37447 -0.14 0.07 -0.02 -0.07
H 2.50746 0.99433 -4.58162 0.20 -0.03 0.02 -0.01
H 2.60750 1.47797 -6.02870 0.01 -0.04 0.02 0.03
O 0.39490 -0.90729 4.55645 -0.11 -0.12 0.12 -0.06
H -0.53648 -0.84776 4.31056 0.10 0.09 -0.15 0.01
H 0.68321 -1.76000 4.21523 0.01 0.07 -0.02 0.04
O -4.45280 -1.65459 -2.04305 0.06 0.05 0.19 -0.07
H -5.35638 -1.71587 -1.72048 0.03 0.04 0.01 0.03
H -3.91192 -1.54645 -1.23962 -0.17 -0.20 -0.28 -0.01
O -4.22431 -4.35322 1.59507 -0.17 0.01 -0.05 -0.07
H -4.05211 -4.81832 0.77056 0.05 0.06 0.02 0.03
H -4.31022 -3.42864 1.33087 0.20 -0.02 0.03 0.01

Record 2
59
Properties=species:S:1:pos:R:3:forces:R:3:lowdin_charge:R:1 method="wB97M-V/def2-TZVPD" e_above_lowest_kcal_mol=213.1 max_force_ha_per_bohr=0.106 total_charge=0 lumo_energy_ev=-4.584 orbital_gap_ha=0.0860
Li 3.99018 1.22719 1.95849 -0.15 0.06 -0.24 0.85
Li 6.40706 -4.46921 -2.79032 -0.08 0.39 0.02 0.97
C -6.20667 1.77504 -0.60360 -2.36 -0.22 -0.63 -0.78
F -6.08489 3.07500 -0.50067 0.68 1.34 -0.21 0.14
F -5.58599 1.32718 -1.66426 0.94 -0.27 -0.86 0.15
F -5.71684 1.23100 0.46340 0.79 -0.90 1.46 0.17
S -8.04385 1.48631 -0.79644 -0.36 1.86 -1.80 0.72
O -8.58601 2.46011 0.19072 0.71 -2.68 -1.30 -0.33
O -8.33350 1.83944 -2.21374 0.70 -1.17 2.69 -0.33
N -8.06216 -0.19664 -0.52493 2.31 3.33 -1.15 -0.30
S -9.31497 -0.41492 0.29605 -4.72 -2.03 1.89 0.52
O -9.22229 -0.11483 1.72194 -0.18 -0.24 -1.25 -0.32
O -10.50373 -0.04607 -0.47224 0.46 0.27 1.25 -0.33
C -9.49959 -2.31859 0.26348 -0.26 1.82 -1.57 -0.72
F -9.96915 -2.73317 -0.94279 0.01 0.19 0.51 0.10
F -8.34517 -2.85214 0.44508 2.74 -1.28 0.14 0.15
F -10.27161 -2.79264 1.20203 -1.41 0.00 0.86 0.15
C 0.71889 -1.89255 0.61813 1.48 -1.26 -2.43 -0.65
F 0.23908 -3.17170 0.48511 0.99 1.57 0.15 0.12
F -0.24327 -1.06432 0.59174 -1.75 1.16 -0.11 0.20
F 1.38116 -1.75254 1.73922 0.63 -0.36 1.04 0.14
S 2.00664 -1.40075 -0.88774 0.84 0.85 2.18 0.65
O 3.24966 -2.10030 -0.62328 0.03 0.60 0.94 -0.37
O 1.41302 -1.76972 -2.10989 -0.81 -0.36 -1.03 -0.30
N 2.26045 0.37032 -0.62401 0.36 -3.71 0.77 -0.34
S 1.49207 1.00553 -1.83122 -3.25 1.46 -3.20 0.55
O 2.27410 1.13782 -3.06811 -0.46 0.42 2.07 -0.32
O 0.14682 0.44984 -2.02566 1.44 1.11 0.60 -0.34
C 1.01445 2.81080 -1.16741 -1.12 -1.01 0.76 -0.62
F 0.07748 3.34198 -1.94871 1.04 -0.18 -0.49 0.15
F 0.41558 2.80116 0.06091 0.76 -0.78 -0.34 0.09
F 2.07752 3.58574 -1.04471 0.48 0.44 -0.42 0.12
O 6.33044 -0.55053 2.89586 -0.42 0.40 -0.23 -0.05
H 6.36012 -1.45885 3.19633 -0.09 -0.30 0.17 0.04
H 7.24183 -0.33234 2.70092 0.26 0.11 -0.03 0.04
O 3.34447 -2.41767 6.73601 0.23 -0.12 -0.08 -0.05
H 2.62277 -2.36597 6.10935 -0.24 -0.07 -0.13 0.03
H 3.33033 -1.57425 7.18843 0.00 0.19 0.20 0.03
O 0.02791 9.93170 -2.78982 0.00 0.16 0.18 -0.05
H 0.85586 9.47029 -2.92337 0.20 -0.11 -0.01 0.02
H -0.50518 9.69242 -3.54797 -0.20 -0.05 -0.17 0.03
O 5.54041 3.99005 2.05153 -0.12 -0.58 -0.01 -0.06
H 5.87465 4.30294 2.89213 0.09 0.07 0.27 0.04
H 5.45009 4.78086 1.51983 -0.12 0.19 -0.25 0.04
O 1.28946 -6.03537 -5.29113 0.12 -0.09 -0.19 -0.05
H 1.20837 -5.16359 -4.90427 -0.20 0.30 0.08 0.03
H 1.95514 -6.47258 -4.76013 0.05 -0.20 0.12 0.02
O 8.20293 -4.27480 2.13937 -0.02 0.24 0.02 -0.05
H 7.49915 -4.24207 1.49140 -0.23 0.02 -0.05 0.02
H 8.74780 -5.01235 1.86483 0.23 -0.22 0.08 0.03
O -3.28962 -2.31313 -2.29467 -0.10 -0.29 -0.02 -0.05
H -3.04559 -1.79659 -1.52665 -0.04 0.22 0.18 0.02
H -2.53490 -2.24494 -2.87945 0.18 0.10 -0.17 0.02
O 8.22331 -1.51716 -2.08164 -0.24 -0.51 -0.02 -0.06
H 9.14753 -1.27226 -2.12721 0.30 0.01 -0.03 0.04
H 7.75555 -0.68288 -2.04408 -0.23 0.25 -0.02 0.04
O 1.42819 2.29176 3.93007 0.52 -0.21 -0.23 -0.06
H 1.02447 2.69267 4.69984 -0.05 0.18 0.21 0.04
H 0.73999 1.74028 3.55794 -0.32 -0.09 -0.17 0.03

Record 3
26
Properties=species:S:1:pos:R:3:forces:R:3:lowdin_charge:R:1 method="wB97M-V/def2-TZVPD" e_above_lowest_kcal_mol=16.7 max_force_ha_per_bohr=0.042 total_charge=+2 lumo_energy_ev=-6.444 orbital_gap_ha=0.4510
C 0.66990 -2.83132 0.44433 -0.12 -0.86 -1.38 -0.03
C 0.28461 -1.37852 0.35988 -0.78 0.12 0.58 -0.32
C -0.15098 -0.75179 -0.99858 0.77 -0.39 -0.21 -0.10
C -1.45644 -0.00315 -0.79668 -1.83 1.10 0.39 -0.13
N -1.64067 1.35883 -1.44945 -0.58 0.61 -1.12 0.17
N 1.43878 -0.54946 0.94492 -0.41 -1.36 -0.78 0.23
H -0.22287 -3.40989 0.18257 0.16 0.03 -0.14 0.11
H 1.42861 -3.06445 -0.30928 0.04 -0.16 0.09 0.11
H 0.97800 -3.26177 1.39875 0.08 0.70 0.21 0.11
H -0.56291 -1.29636 1.04475 0.26 0.49 0.13 0.14
H -0.31338 -1.43336 -1.83773 0.02 -0.65 0.58 0.14
H 0.72761 -0.22002 -1.41012 -0.64 0.61 0.30 0.14
H -2.34409 -0.55824 -1.13064 0.57 -0.24 -0.49 0.15
H -1.80380 0.14985 0.24321 1.07 0.17 -0.18 0.14
H -1.87172 1.32733 -2.45504 0.34 -0.66 0.10 0.18
H -2.50342 1.80591 -1.11337 0.29 -0.10 0.48 0.18
H -0.89948 2.11102 -1.47848 0.06 -0.48 0.24 0.11
H 1.36063 -0.58427 1.96717 0.20 0.57 0.27 0.12
H 1.49451 0.40592 0.60132 -0.06 0.13 0.31 0.16
H 2.25311 -1.07477 0.61175 0.36 0.46 0.38 0.17
H 0.23461 0.75997 4.09762 0.22 0.03 -0.36 0.08
H 1.71485 0.47860 4.03483 0.43 0.11 0.30 0.06
O 0.97295 0.68909 3.46625 -0.54 -0.32 0.03 -0.05
H 0.04465 3.96100 -2.94500 0.13 0.46 0.22 0.09
H 0.17441 3.93360 -1.33148 0.19 0.61 -0.78 0.08
O -0.00745 3.43626 -2.14149 -0.24 -0.96 0.83 -0.03